Density functional theory data (the ωB97M-V functional and the def2-TZVPD basis) for a molecular structure, C22H33Cl2N4O3Rh.

Output
DFT total energy, eV: -63501.20627
<S²>: 6.0522
2S+1: 5
ΔE to the lowest compared entry with this formula, charge and spin, kcal/mol: 0.0
Frontier orbital gap (spin up / spin down), eV: 6.31 / 6.23
Highest occupied orbital energy (spin up / spin down), eV: -5.8 / -7.8

Structure (XYZ):
```
65
C22H33Cl2N4O3Rh | the Open Molecules 2025 dataset | the ωB97M-V functional and the def2-TZVPD basis
O -0.779 1.953 -1.080
C -0.135 2.589 -0.186
C 1.168 3.261 -0.710
C 2.147 2.562 -1.412
H 2.041 1.473 -1.463
C 3.196 3.254 -2.038
H 3.932 2.694 -2.611
C 3.281 4.640 -1.922
H 4.093 5.173 -2.402
C 2.329 5.330 -1.168
H 2.388 6.404 -1.036
C 1.274 4.648 -0.567
H 0.489 5.180 -0.020
H -0.654 3.452 0.307
C -0.911 1.652 2.279
C 0.259 1.483 1.315
H -0.805 2.482 3.020
H -0.955 0.676 2.840
H -1.825 1.786 1.656
C 1.603 1.574 1.724
C 2.027 1.848 3.126
H 2.360 1.282 0.951
H 2.362 2.901 3.177
H 2.842 1.192 3.495
H 1.205 1.762 3.873
Rh 0.304 -0.618 1.065
Cl 2.394 -0.527 0.123
Cl 0.578 -1.181 3.201
H 0.236 0.661 -5.054
H 1.097 -1.576 -4.637
C 0.595 0.940 -4.047
C 1.245 -1.403 -3.558
N 0.512 -0.205 -3.144
H 0.004 1.761 -3.640
C -0.502 -0.327 -2.264
O -0.499 -1.138 -1.329
H 0.893 -2.269 -2.990
H -1.380 0.333 -2.485
H 1.647 1.255 -4.132
H 2.325 -1.258 -3.395
H -4.895 -1.884 1.859
H -5.765 -0.400 -0.379
C -4.447 -0.900 2.060
C -5.030 0.335 -0.030
N -4.024 -0.285 0.812
H -3.581 -1.016 2.720
C -2.711 -0.272 0.482
O -1.871 -0.749 1.289
H -4.549 0.799 -0.896
H -2.448 0.178 -0.490
H -5.211 -0.264 2.522
H -5.568 1.100 0.540
N 0.653 -6.823 1.548
C 0.641 -5.509 1.200
C -0.499 -4.911 0.606
C -0.550 -3.508 0.479
N 0.484 -2.757 0.876
C 1.618 -3.315 1.322
C 1.782 -4.695 1.418
H -0.216 -7.364 1.530
H 1.414 -7.214 2.069
H -1.338 -5.504 0.256
H -1.412 -3.013 0.056
H 2.388 -2.594 1.588
H 2.749 -5.136 1.695
```